(1)
The following is a DFT calculation (the ωB97M-V functional and the def2-TZVPD basis) of a molecular structure, C22H20Br4CrN4O5P at a distorted geometry.

The geometry in XYZ format:
```
57
Properties=species:S:1:pos:R:3:forces:R:3
C -3.142 -0.994 -0.260 0.451 0.409 0.079
C -1.953 4.303 0.153 -0.112 0.079 0.074
P 0.940 -2.652 -0.669 -0.023 0.229 0.122
H 0.161 -4.240 0.913 0.088 -0.010 -0.022
C -3.850 -1.562 -2.590 0.119 0.071 -0.096
H 3.381 4.521 -2.090 0.029 -0.046 -0.046
H -1.539 1.921 3.530 -0.039 0.175 0.125
O -2.298 -0.324 0.489 -0.321 -0.078 -0.305
C 0.262 4.297 -0.789 -0.110 -0.022 0.057
C -1.987 2.906 0.032 -0.074 -0.027 0.133
C -3.003 -0.906 -1.683 0.192 0.213 0.066
H -2.834 2.320 0.370 0.064 0.024 -0.011
H 1.616 -4.597 -1.935 -0.080 0.116 -0.019
H -2.805 4.820 0.573 0.010 -0.016 -0.023
N -1.956 -0.128 -2.090 -0.342 -0.162 -0.135
C -4.177 -1.775 0.194 -0.209 -0.214 0.032
H -0.882 0.668 -3.629 -0.024 -0.121 0.038
C 1.046 -3.603 0.827 -0.203 -0.233 0.172
O 0.497 0.377 0.987 -0.088 -0.115 0.913
C -3.557 -1.391 -3.962 -0.061 -0.007 -0.005
C -0.841 4.990 -0.241 0.054 0.090 -0.043
H 2.438 -1.123 -1.707 0.016 -0.008 0.009
H 2.498 -1.060 0.061 0.015 -0.048 -0.044
H 1.951 -4.217 0.826 -0.093 0.048 0.013
H -0.800 6.067 -0.152 0.038 -0.020 0.028
N -0.982 2.242 -0.478 -0.022 0.320 -0.094
O 1.158 -1.111 2.539 -0.037 0.338 -0.081
Br 1.762 6.733 -1.114 -0.013 -0.034 0.015
H 1.061 -2.892 1.658 0.093 -0.091 -0.064
Br -6.104 -3.255 -3.184 0.040 0.019 0.014
C 1.477 4.863 -1.239 -0.017 0.151 0.017
N -0.423 0.361 3.121 0.411 0.012 -0.498
H 1.014 -3.271 -2.970 -0.024 -0.057 0.019
N -1.432 1.260 2.779 -0.039 0.001 -0.201
H -4.166 -1.894 -4.703 0.015 0.024 0.046
C 2.270 2.681 -1.912 0.216 0.142 -0.086
C 1.111 2.060 -1.517 -0.416 -0.498 0.039
H -5.854 -3.043 -0.289 0.047 0.015 0.045
H -2.302 0.764 2.618 -0.086 -0.018 -0.070
H -2.272 -0.456 -5.390 -0.032 0.016 0.082
C -5.048 -2.444 -0.692 -0.003 0.056 0.179
C 2.454 -1.730 -0.802 0.237 0.095 0.038
Br 3.641 1.640 -2.684 0.018 0.031 -0.030
C -4.897 -2.341 -2.042 -0.067 -0.067 -0.072
H 3.316 -2.404 -0.802 -0.112 0.079 0.000
Cr -0.690 0.238 -0.513 0.582 -1.103 0.428
O 0.810 0.789 -1.672 0.061 0.520 0.077
C 0.863 -3.810 -2.033 0.024 -0.084 -0.153
H -0.134 -4.254 -2.035 0.045 -0.044 -0.032
O -0.297 -1.774 -0.708 0.002 0.366 -0.106
C -2.512 -0.595 -4.344 -0.026 -0.008 -0.152
Br -4.400 -1.962 2.056 -0.067 -0.011 0.023
C 0.450 -0.170 2.182 -0.159 0.036 -0.370
H -0.568 -0.245 3.906 -0.003 -0.198 0.193
C -1.725 0.035 -3.366 0.103 0.075 -0.202
C 2.451 4.074 -1.768 0.118 -0.139 -0.055
C 0.130 2.907 -0.907 -0.185 -0.271 -0.063
```
Forces are in eV/Å.

The value obtained for the energy relative to the best compared isomer or geometry (same formula, charge and spin) is 0.0 kJ/mol. The HOMO energy (spin up / spin down) is -7.86 / -7.97 eV. For the LUMO energy (spin up / spin down), the calculation gives -0.4 / -0.6 eV. Its orbital gap (spin up / spin down) is 7.5056 / 7.4055 eV. Its total energy is -357223.28013 eV. As for the multiplicity: 4.

Results of the natural (NBO) charge analysis, in e, for atoms 1 through 2: C 0.39; C -0.26



(2)
The following is a DFT calculation (the ωB97M-V functional and the def2-TZVPD basis) of a molecular structure, C22H20F10HfN5O2 at a distorted geometry.

The geometry in XYZ format:
```
60
Properties=species:S:1:pos:R:3:forces:R:3
C -3.508 -2.071 -1.493 -0.365 -0.166 -0.384
H -4.236 -2.675 -0.952 0.037 0.031 0.046
H 3.220 -1.728 -0.512 0.041 -0.003 0.044
C 0.937 -0.146 3.070 -0.301 0.242 0.267
C 0.193 -2.217 -4.786 0.095 -0.013 0.181
C 1.479 2.266 -0.262 0.659 0.629 -0.146
C -4.420 2.167 2.801 -0.046 0.046 -0.174
C -3.150 1.660 3.020 0.230 -0.084 -0.181
C -0.093 -0.922 -2.810 0.160 -0.123 0.237
H 2.890 -1.861 2.005 0.002 0.077 0.054
C 2.302 -1.220 1.342 0.201 -0.301 -0.282
C -0.498 -1.246 -4.085 -0.050 0.054 0.046
H -3.085 -2.664 -2.305 0.015 0.011 0.036
C 1.642 -2.494 -2.869 -0.065 0.195 0.226
H 0.304 -2.961 1.325 -0.025 0.037 -0.030
N -1.001 0.860 2.000 0.285 -0.188 0.657
H 4.997 1.164 -1.014 -0.003 -0.022 0.042
H 2.002 -2.892 -0.002 0.088 -0.034 0.002
F -0.825 0.018 -2.127 0.124 -0.051 -0.039
F -0.169 -2.561 -6.013 -0.032 -0.024 -0.108
O 1.483 1.716 0.890 0.866 0.478 0.212
F 2.689 -3.162 -2.365 0.059 -0.003 0.029
Hf 0.071 0.299 0.246 -2.096 -0.478 -0.820
C -2.770 1.738 0.711 0.080 -0.152 0.227
H -1.112 -0.314 3.755 0.021 0.019 0.079
H -0.739 -2.145 2.488 0.006 0.017 0.008
H 1.972 3.981 -1.387 -0.029 0.080 0.035
H 2.777 -0.243 1.262 0.078 0.028 0.138
F -2.805 1.423 4.294 0.018 -0.009 0.055
H 1.628 0.674 2.895 0.114 -0.083 0.000
C 2.439 3.351 -0.634 0.225 -0.334 -0.005
H 1.260 -0.700 3.956 0.084 -0.040 -0.058
N 0.934 -1.018 1.871 0.499 0.102 0.317
H 0.828 -2.794 3.011 0.055 0.045 -0.011
F -5.212 2.389 3.838 -0.071 -0.007 0.079
H 4.493 1.793 0.403 0.078 -0.043 -0.015
C 3.735 2.745 -1.240 -0.119 0.017 0.009
N 1.212 -1.111 -0.826 0.621 -0.326 0.577
F -1.908 1.524 -0.354 -0.031 -0.107 0.185
C 0.295 -2.306 2.192 -0.158 -0.093 -0.080
F -6.117 2.890 1.321 -0.063 0.049 0.017
H -0.369 1.266 3.990 -0.017 -0.033 0.065
H 3.537 2.463 -2.273 -0.031 0.000 0.001
N -1.614 -1.281 0.076 -0.410 -0.171 -0.298
F -1.565 -0.647 -4.608 -0.014 0.026 -0.063
H -4.009 -1.200 -1.918 0.022 0.003 0.042
C -0.458 0.431 3.294 -0.060 -0.057 -0.061
C 2.236 -1.826 -0.054 -0.090 -0.153 -0.030
C -2.459 -1.636 -0.614 0.191 -0.057 0.448
C -4.885 2.439 1.522 0.119 -0.054 0.074
C 1.264 -2.833 -4.157 -0.132 0.065 -0.118
N 4.192 1.546 -0.534 -0.258 0.121 0.126
F -4.417 2.449 -0.796 -0.035 0.032 -0.020
C -2.253 1.398 1.966 -0.683 0.269 -0.085
H 4.488 3.538 -1.251 -0.073 0.086 -0.083
F 1.936 -3.776 -4.800 0.061 -0.043 -0.028
C -4.033 2.219 0.456 0.087 0.019 -0.096
O 0.638 1.808 -1.091 0.234 0.781 -0.671
C 0.973 -1.509 -2.115 -0.186 -0.235 -0.736
H 2.667 3.945 0.250 -0.012 -0.070 0.064
```
Forces are in eV/Å.

The value obtained for the energy relative to the best compared isomer or geometry (same formula, charge and spin) is 51.1 kJ/mol. The HOMO energy is -10.67 eV. For the LUMO energy, the calculation gives -2.4 eV. Its orbital gap is 8.2353 eV. The total charge is +1. Its total energy is -63162.28486 eV.

Results of the natural (NBO) charge analysis, in e, for atoms 1 through 2: C -0.75; H 0.29



(3)
The following is a DFT calculation (the ωB97M-V functional and the def2-TZVPD basis) of a molecular structure, C22H20F2O4SSr.

The geometry in XYZ format:
```
50
Properties=species:S:1:pos:R:3:forces:R:3
H 1.274 0.889 4.078 -0.015 0.001 0.011
Sr 2.176 -0.380 -1.843 0.396 0.554 -0.062
H 4.878 -3.049 1.528 -0.088 0.005 -0.032
O -1.797 -1.209 -3.255 -0.021 0.026 0.110
S 4.360 -0.829 0.767 0.094 -0.206 -0.685
C 2.645 0.110 2.631 -0.115 -0.024 0.013
C -1.890 1.347 -1.777 -0.163 -0.037 -0.042
O 0.354 -0.599 -3.190 -0.082 -0.158 -0.124
H -3.086 -0.276 2.777 -0.007 -0.007 0.022
H -1.976 0.954 0.964 -0.001 -0.001 0.001
H -2.880 -3.858 0.445 -0.006 -0.023 0.008
H -0.377 -0.916 3.747 -0.016 -0.003 -0.009
H 5.561 -1.757 2.565 0.040 -0.028 0.037
H -1.835 -2.603 -1.393 0.005 -0.035 -0.087
C -2.794 -0.798 1.874 0.055 0.016 -0.005
H -0.151 2.482 -2.409 0.014 -0.042 0.044
C -3.281 1.355 -1.712 0.046 0.028 -0.014
H 3.348 0.926 2.725 0.037 0.010 0.005
F 2.316 2.204 -0.323 0.017 -0.086 0.080
H -3.533 -2.706 2.533 0.000 -0.003 -0.013
H -5.073 2.470 -2.042 -0.016 0.010 -0.006
C 5.379 -2.083 1.542 -0.185 0.016 0.084
C -1.815 -0.742 -0.339 -0.088 0.044 0.008
F 2.280 3.053 -2.395 -0.173 -0.025 -0.025
C -2.175 -0.105 0.851 0.024 0.014 -0.059
C -1.228 2.466 -2.273 0.025 0.027 -0.036
C -0.836 -0.662 -2.742 -0.379 -0.025 -0.051
C -1.944 3.592 -2.652 -0.027 0.069 -0.034
C -3.326 3.603 -2.562 -0.013 0.015 0.001
C 1.472 0.091 3.375 0.084 0.090 -0.002
O 0.130 0.503 -0.740 0.089 -0.194 -0.341
H -3.886 4.479 -2.861 -0.002 0.033 -0.013
C 1.955 -1.940 1.531 0.039 0.037 -0.010
H 0.255 1.463 -0.782 -0.041 0.041 0.131
C -3.993 2.478 -2.100 -0.015 -0.029 0.006
C 0.776 -1.928 2.257 0.018 -0.032 -0.062
C 0.548 -0.921 3.186 -0.097 -0.020 0.013
H 6.312 -2.128 0.989 0.023 0.039 -0.042
C 2.878 -0.919 1.734 0.049 -0.003 0.118
C -3.044 -2.159 1.736 -0.054 -0.009 0.126
H -1.414 4.455 -3.031 0.005 0.002 0.004
C -2.678 -2.802 0.569 0.035 -0.065 -0.093
C -2.074 -2.099 -0.470 0.058 0.085 0.011
H -3.805 0.476 -1.365 0.004 -0.003 -0.006
O 3.984 -1.416 -0.596 0.416 0.010 0.794
H 2.157 -2.715 0.802 -0.009 -0.032 -0.004
H 3.937 2.663 -1.424 -0.039 -0.089 0.146
C -1.107 0.105 -1.395 -0.061 0.043 0.304
C 2.998 2.125 -1.617 0.170 -0.026 -0.227
H 0.027 -2.690 2.087 -0.029 -0.011 0.007
```
Forces are in eV/Å.

The value obtained for the energy relative to the best compared isomer or geometry (same formula, charge and spin) is 0.0 kJ/mol. The HOMO energy is -7.65 eV. For the LUMO energy, the calculation gives -0.1 eV. Its orbital gap is 7.5754 eV. Its total energy is -48435.23519 eV.

Results of the natural (NBO) charge analysis, in e, for atoms 1 through 2: H 0.23; Sr 1.79



Which of these has the highest total energy? C22H20F2O4SSr